1.
{"formula": "C5H12Si", "method": "ωB97M-V/def2-TZVPD", "smiles": "CC(C)=C(C)[SiH3]", "e_lumo_ha": 0.0346, "e_tot_ha": -487.08284, "homo_lumo_gap_ev": 9.24, "e_above_lowest_kcal_mol": 58.37, "symbols": ["Si", "C", "C", "C", "C", "C", "H", "H", "H", "H", "H", "H", "H", "H", "H", "H", "H", "H"], "xyz": [[-2.2091, -0.8591, 0.2496], [0.7079, -0.1943, -0.0808], [-0.8097, 1.7680, -0.6377], [1.1097, -1.5934, 0.2694], [-0.7310, 0.2768, -0.1876], [1.8978, 0.7328, -0.0777], [2.3976, 0.5249, 0.8909], [1.7164, 1.7231, -0.1015], [0.7695, -2.1953, -0.4911], [0.5783, -1.7306, 1.2302], [2.1310, -1.7778, 0.3967], [-0.0092, 2.4466, -0.1222], [2.5502, 0.6183, -0.9126], [-1.7008, 2.2797, -0.5509], [-0.5625, 1.6601, -1.6739], [-2.7061, -1.7211, -0.7490], [-3.1690, -0.1853, 1.1123], [-1.9609, -1.7732, 1.4359]], "atomic_forces_ev_per_a": [[1.8, 0.6, 2.2], [-4.6, 2.3, -0.2], [3.0, -1.1, 1.1], [-2.0, 1.7, 1.8], [5.4, -1.1, 0.7], [-0.2, -2.5, 1.1], [0.3, 0.0, -0.7], [-1.1, 3.3, 0.1], [-1.0, -2.0, -1.4], [0.3, -0.9, -0.4], [1.6, 0.2, 0.2], [-1.5, -1.4, -0.9], [0.8, -0.8, -0.6], [-2.2, 0.6, 0.3], [0.2, 0.7, -0.8], [-0.7, -0.5, -1.2], [-0.8, 0.9, -0.6], [0.7, -0.1, -0.7]], "mulliken_charge": [0.3762, 0.7803, -1.1663, -1.6015, 0.2413, -1.4190, 0.3196, 0.4526, 0.3922, 0.3590, 0.4082, 0.1994, 0.3055, 0.4421, 0.3411, -0.1571, -0.1353, -0.1385]}

***

2.
{"formula": "C5H13BN2O2S", "method": "ωB97M-V/def2-TZVPD", "smiles": "C[C@H](NC(=S)[C@H](C)N)B(O)O", "e_lumo_ha": 0.0158, "e_tot_ha": -881.42118, "homo_lumo_gap_ev": 8.99, "e_above_lowest_kcal_mol": 15.99, "symbols": ["S", "O", "O", "N", "N", "C", "C", "C", "C", "C", "B", "H", "H", "H", "H", "H", "H", "H", "H", "H", "H", "H", "H", "H"], "xyz": [[-1.2376, 0.6170, -1.0134], [2.6241, 1.6958, -1.8570], [1.6869, 1.7866, 0.3753], [-1.1925, 0.7254, 2.2140], [0.6605, -0.8831, 0.1028], [-0.5758, -0.3355, 0.1360], [-2.8445, -0.8113, 1.2929], [1.2759, -0.7190, -2.3377], [1.6617, -0.4664, -0.9124], [-1.3476, -0.5105, 1.3979], [1.9445, 1.1171, -0.7953], [0.4915, 0.0119, -2.4803], [-3.3360, -0.0044, 0.6816], [2.6340, -0.8664, -0.6788], [2.9382, 2.5306, -1.5251], [-2.1015, 0.8153, 2.7270], [-3.3984, -0.8446, 2.2380], [1.9888, -0.4191, -3.1268], [-3.0649, -1.7532, 0.8244], [1.2175, -1.1480, 0.9241], [-1.2106, 1.3315, 1.3987], [-0.9057, -1.2626, 2.0032], [1.2834, 1.0837, 0.9630], [0.8080, -1.6908, -2.5523]], "atomic_forces_ev_per_a": [[-0.2, 0.5, -0.4], [-0.6, -0.5, 1.1], [-0.3, -1.4, 0.4], [-0.6, -0.1, -0.7], [1.5, 0.3, -0.5], [0.3, -0.4, 0.2], [-0.7, 0.8, -1.2], [-1.0, 0.0, -1.3], [0.0, 1.5, -0.3], [-1.2, -0.6, 2.2], [0.3, -0.3, -0.3], [-0.3, -0.2, -0.6], [0.5, -0.8, 0.5], [0.3, -0.8, 0.4], [0.3, 0.9, -0.2], [1.3, 0.3, -0.6], [0.7, 0.1, 0.2], [0.2, -0.6, 0.8], [0.1, -0.5, -0.5], [-1.5, -0.2, 0.1], [-0.4, 1.5, 0.8], [0.6, -1.2, 0.3], [0.4, 1.6, -0.5], [0.5, 0.1, 0.2]], "mulliken_charge": [-0.2777, -0.5286, -0.5650, -0.6258, -0.3557, 0.2032, -1.4537, -1.2708, -0.2638, 0.2119, 0.6998, 0.2775, 0.3136, 0.3616, 0.2852, 0.3003, 0.4181, 0.3600, 0.3618, 0.3459, 0.3505, 0.2094, 0.3399, 0.3025]}